The following is a DFT calculation (ωB97M-V/def2-TZVPD) of C27H25Cl4MgNOP as an isolated structure.

The value obtained for the energy relative to the best compared isomer or geometry (same formula, charge and spin) is 10.57 kcal/mol. As for the charge: +1. For the LUMO energy, the calculation gives -3.1 eV. As for the spin multiplicity: 1. As for the electronic energy: -96759.6604 eV. The largest force on an atom comes out at 1.0 eV/Å. For the HOMO-LUMO gap, the calculation gives 0.3011 Ha.

Cartesian coordinates (Å):
Mg1 0.0914 -1.6788 0.0333
Cl1 0.7427 -1.1183 2.5833
C1 2.4548 -1.2591 2.2460
Cl2 2.7170 -1.1301 0.5177
H1 2.7963 -2.2380 2.5859
H2 2.9841 -0.4456 2.7450
O1 0.0971 -2.5345 -2.5025
N1 0.2967 -1.2600 -2.0357
C2 0.0831 -0.3519 -2.9018
C3 0.3384 1.0704 -2.7743
C4 0.4843 1.7447 -3.9958
C5 0.8428 3.0760 -4.0516
C6 1.0685 3.7713 -2.8747
C7 0.9078 3.1318 -1.6591
C8 0.5230 1.7948 -1.5802
P1 0.1982 1.0551 0.0692
C9 -1.4037 1.8305 0.5029
C10 -2.4115 0.9969 0.9777
C11 -3.6620 1.5092 1.2739
C12 -3.8880 2.8722 1.1651
C13 -2.8713 3.7163 0.7459
C14 -1.6395 3.1984 0.3943
C15 1.3529 1.9978 1.1228
C16 0.9646 2.4257 2.3898
C17 1.8834 3.0349 3.2260
C18 3.1924 3.2187 2.8092
C19 3.5861 2.7864 1.5516
C20 2.6761 2.1685 0.7157
H3 0.2380 -3.1188 -1.7116
H4 -0.2266 -0.6827 -3.8959
H5 0.3290 1.1974 -4.9143
H6 0.9578 3.5633 -5.0058
H7 1.3569 4.8104 -2.9008
H8 1.1150 3.6810 -0.7514
H9 -2.2042 -0.0591 1.1264
H10 -4.4590 0.8545 1.5956
H11 -4.8567 3.2763 1.4155
H12 -3.0363 4.7822 0.6883
H13 -0.8657 3.8630 0.0399
H14 -0.0584 2.2952 2.7171
H15 1.5759 3.3743 4.2028
H16 3.9052 3.6999 3.4596
H17 4.6018 2.9362 1.2171
H18 2.9811 1.8335 -0.2682
Cl3 -4.7032 -3.5604 -0.5932
C21 -4.1077 -1.9239 -0.2442
Cl4 -2.5749 -1.6430 -1.0748
H19 -3.9421 -1.8337 0.8282
H20 -4.8315 -1.1998 -0.6134
C22 0.5085 -6.5754 0.1501
C23 1.6325 -5.7700 0.1220
C24 1.4954 -4.3909 0.1069
C25 0.2464 -3.7595 0.1090
C26 -0.8676 -4.6051 0.1245
C27 -0.7434 -5.9849 0.1515
H21 0.6080 -7.6504 0.1694
H22 2.6192 -6.2132 0.1037
H23 2.4002 -3.7938 0.0843
H24 -1.8676 -4.1859 0.1134
H25 -1.6319 -6.5993 0.1686